A molecular structure, C9H14B3F3NO6PS in a non-equilibrium geometry. Source: OMol25; level of theory: wB97M-V/def2-TZVPD.

XYZ file:
```
38
Properties=species:S:1:pos:R:3:forces:R:3:mulliken_charge:R:1
H 4.1009 -4.2844 -0.7908 0.0 -0.1 0.0 0.311
C -0.2607 -3.1266 -1.5534 -0.3 0.4 0.2 -0.511
C 1.6489 1.8200 -0.3311 -0.2 -0.4 -0.5 0.928
F 2.1878 1.3145 0.7924 0.3 -0.1 0.3 -0.278
B 0.9165 -0.9669 -2.2885 0.1 0.0 -1.2 0.657
C -2.4533 2.4358 1.9008 -0.2 0.2 0.2 0.820
O -3.4846 1.9440 1.0413 0.2 -0.1 -0.1 -0.532
S 5.9366 -2.5915 -2.2451 0.0 0.1 0.0 -0.397
H -2.9345 1.0568 3.4920 0.0 0.0 0.0 0.347
O 3.5496 -3.4911 -0.7435 -0.2 0.0 0.1 -0.411
O 4.8638 -1.5795 0.3031 -0.3 0.0 -0.2 -0.526
H -1.4299 4.3070 2.2975 0.0 0.0 0.0 0.375
O 2.1119 -1.5997 -2.6647 -0.3 0.0 1.1 -0.369
B 1.9700 0.8583 -1.5888 0.3 0.6 -1.1 -0.013
H -1.5520 1.8941 1.6133 0.0 -0.1 -0.1 0.023
B 3.1455 -1.0353 -1.9568 0.6 -0.2 -0.8 0.496
F 2.0669 3.0758 -0.4583 0.2 0.5 0.0 -0.247
O 0.9402 0.4313 -2.3849 -0.3 -0.3 1.2 -0.315
C -0.2563 -1.7312 -1.6547 -0.6 -0.4 -0.1 0.583
C -2.3954 -1.7687 -0.5213 0.4 -0.2 -0.2 -0.413
H -1.4287 0.0127 -1.1964 0.0 0.1 0.0 0.428
H -1.3431 -4.8156 -0.8379 -0.1 -0.1 0.0 0.367
C -1.3662 -1.0632 -1.1299 0.1 0.2 -0.1 -0.488
C -2.2405 3.9242 1.6761 0.0 0.0 -0.1 -1.344
C -1.3410 -3.7389 -0.9287 0.3 -0.2 -0.1 -0.318
C -2.7880 2.1280 3.3523 0.0 -0.1 0.0 -1.416
H 4.0734 -1.4359 0.8419 0.1 0.1 0.3 0.346
O 3.2298 0.3422 -1.8070 -0.3 -0.4 1.1 -0.376
P 4.4388 -2.2066 -1.1160 0.5 -0.1 -0.4 0.423
H 0.5562 -3.7138 -1.9397 0.1 -0.1 0.0 0.408
H -1.9938 2.4611 4.0216 0.0 0.0 0.0 0.366
H -3.7161 2.6278 3.6431 0.0 0.1 0.0 0.358
H -3.1515 4.4794 1.9166 0.0 0.0 0.1 0.396
H -2.0010 4.1218 0.6312 0.0 0.0 0.0 0.316
F 0.3208 1.8448 -0.1346 -0.3 0.2 0.2 -0.199
H -3.2355 -1.2360 -0.1046 -0.2 0.0 0.1 0.469
N -2.3855 -3.0978 -0.4144 0.0 0.2 0.0 -0.579
H -4.3001 2.4031 1.2676 0.0 0.0 0.0 0.318
```
Positions in Å, forces in eV/Å.

## Properties
HOMO level in eV: -9.341
Kohn-Sham gap in eV: 8.75
LUMO level in eV: -0.59

A molecular structure, C24H32NReS in a non-equilibrium geometry. Source: OMol25; level of theory: wB97M-V/def2-TZVPD.

XYZ file:
```
59
Properties=species:S:1:pos:R:3:forces:R:3:nbo_charge:R:1
C 1.1391 -2.7125 2.3919 -0.1 0.1 0.3 -0.627
H 0.2102 -3.0993 2.8157 0.1 0.0 0.1 0.232
H 1.4284 -1.8205 2.9569 0.0 -0.1 0.0 0.228
C -3.0270 0.6462 -1.0252 0.2 0.0 -0.3 -0.675
H 0.7162 4.4463 -3.0210 -0.1 -0.3 0.4 0.230
H -0.6906 -1.7170 -3.1459 -0.1 -0.2 0.1 0.231
C 2.4751 2.0392 3.7189 -1.0 -0.6 -1.1 -0.414
C 0.1026 -2.2809 -1.2285 1.1 -1.0 -0.3 -0.085
H 3.2151 -0.9023 1.6509 0.0 0.0 -0.1 0.233
H -0.4100 -3.4544 -2.9529 0.0 0.2 0.2 0.251
C -1.7808 -0.5343 1.3843 -1.3 -0.1 0.1 -0.691
H 1.9266 -3.4654 2.5356 -0.2 0.1 -0.1 0.249
H 3.4063 -0.1280 0.0692 0.0 -0.1 0.1 0.231
H 1.4477 -0.9051 -3.2364 0.2 0.0 0.1 0.236
C -0.7459 -2.5453 -2.4333 -0.2 0.2 -0.1 -0.630
H -2.8928 -0.4310 -0.8774 0.2 0.2 -0.1 0.208
C -0.1963 1.1260 -1.2415 -0.6 -3.2 0.0 -0.281
C -1.8238 0.8830 1.1658 -0.7 -0.2 -0.5 -0.218
H -2.1719 3.6159 0.5639 -0.1 -0.2 -0.2 0.223
H -1.5776 1.5249 2.0147 0.3 0.0 -0.6 0.224
C -1.2673 -3.6940 0.4833 -0.1 -0.2 0.0 -0.642
H -0.3950 0.2648 -3.2106 0.4 0.6 0.1 0.201
C -0.1320 -2.7993 0.0966 -0.2 -1.4 0.5 -0.022
C 0.9502 -2.3738 0.9502 1.2 -2.1 -0.4 -0.134
Re -0.0186 -0.7150 0.1520 -2.7 8.4 0.6 1.181
H -2.7934 0.8819 -2.0709 -0.1 0.0 0.2 0.239
H -2.5255 3.3068 -1.1658 -0.1 0.0 0.4 0.232
C 3.1946 -1.0773 0.5722 0.2 0.3 0.1 -0.636
C 2.1229 1.6523 2.4323 -0.2 0.1 1.7 -0.054
H -1.4568 -0.8658 2.3749 -0.3 0.1 0.0 0.225
H -3.7510 3.0047 0.0538 -0.2 -0.1 0.1 0.229
H 2.9410 -1.6631 -2.6461 -0.2 0.1 0.1 0.240
C 0.3892 3.5402 -2.4978 -0.1 0.2 -0.1 -0.227
C 1.3599 -1.5776 -1.2019 1.4 -1.1 -0.8 -0.063
C 0.2283 3.4941 -1.1287 -0.5 -0.1 0.3 -0.227
H 3.3946 2.5286 3.9976 -0.1 0.0 0.2 0.263
C -0.3197 2.2996 -0.5418 4.7 0.2 1.6 -0.206
C 1.8797 -1.6340 0.1371 0.8 -1.3 -0.5 -0.064
H 2.5133 -0.0247 -2.1267 -0.1 -0.2 -0.1 0.237
C -2.2165 1.5117 -0.0626 -2.7 -0.8 1.4 0.177
H -1.7947 -2.6887 -2.1502 0.2 0.0 -0.1 0.234
N 0.8776 1.0440 2.3371 0.1 -0.5 0.6 -0.503
H 0.0935 2.4132 -4.3493 0.1 0.2 0.3 0.222
C 0.2853 0.9650 3.5174 1.1 0.6 -0.1 -0.136
H -0.7075 0.5637 3.6985 0.3 0.0 -0.1 0.235
H 4.0242 -1.7568 0.3316 -0.3 0.0 0.0 0.251
H -4.1023 0.8337 -0.8614 0.4 0.1 0.0 0.242
H 2.7432 1.7865 1.5501 -0.3 0.0 0.2 0.234
H -1.4366 -3.6814 1.5645 0.0 0.0 -0.2 0.229
C -0.1629 1.1664 -2.6274 0.0 0.8 -1.1 -0.280
H -0.0926 2.0133 0.5240 -0.5 1.9 -0.9 0.235
H 0.5548 4.3209 -0.4855 -0.4 -0.2 -0.3 0.223
C 2.1006 -1.0109 -2.3676 0.2 0.1 -0.1 -0.628
C -2.6801 2.9441 -0.1382 -0.1 0.4 0.0 -0.665
C 0.1048 2.3916 -3.2588 -0.6 -1.1 -0.1 -0.178
H -2.1980 -3.3992 -0.0140 0.2 0.0 0.1 0.227
H -1.0548 -4.7308 0.1849 0.0 0.2 0.1 0.242
S 1.1935 1.6363 4.8407 0.4 -0.1 -1.6 0.484
H -2.5966 -1.1569 1.0012 0.2 0.1 0.1 0.230
```
Positions in Å, forces in eV/Å.

## Properties
Spin multiplicity: 4
Expectation value of S²: 3.790
HOMO level (spin up / spin down) in eV: -9.434 / -10.577
Kohn-Sham gap (spin up / spin down) in eV: 6.53 / 6.28
LUMO level (spin up / spin down) in eV: -2.90 / -4.29
Net charge: +1

In Eh, the E_tot values for the records above are, in order, -1971.60053 -1464.49120.